Record 1
108
Properties=species:S:1:pos:R:3:mulliken_charge:R:1 method="wB97M-V/def2-TZVPD" total_charge=0 smiles=CC(C)O.CC(C)O.CC(C)O.CC(C)O.CC(C)O.CC(C)O.CC(C)O.CO.CO.CO.CO de_lowest_kj_mol=1067.0 orbital_gap_ev=9.34 largest_force_ev_per_a=13.51 energy_ha=-1822.87609 e_homo_ha=-0.3317
C 0.075 -2.764 5.256 -1.40
C 0.932 -3.157 4.032 0.15
C 0.251 -3.059 2.651 0.45
O 1.845 -2.358 3.825 -0.45
H -0.841 -3.397 5.244 0.28
H -0.147 -1.729 5.255 0.27
H 0.651 -2.948 6.178 0.45
H 1.224 -4.168 4.272 0.46
H 0.906 -3.230 1.790 0.02
H -0.152 -2.084 2.532 -0.82
H -0.584 -3.745 2.712 0.32
H 2.530 -2.464 4.459 0.32
C 1.078 2.802 -4.015 -1.22
C 1.710 1.443 -3.791 -0.02
C 1.461 0.921 -2.390 2.19
O 1.347 0.562 -4.569 -0.38
H 1.342 3.181 -4.979 0.51
H 1.405 3.536 -3.353 0.18
H 0.038 2.716 -3.812 0.20
H 2.814 1.520 -3.812 0.07
H 0.496 0.542 -2.252 -1.58
H 1.694 1.680 -1.656 -0.41
H 2.018 -0.001 -2.129 0.09
H 1.208 0.970 -5.430 0.45
C 3.523 0.016 0.211 -1.27
C 4.431 1.253 0.295 0.77
C 5.871 0.918 0.471 -1.92
O 4.363 2.003 -0.673 -0.67
H 3.569 -0.677 1.006 0.72
H 3.689 -0.474 -0.720 0.57
H 2.507 0.370 0.223 0.06
H 4.119 1.995 1.061 0.13
H 5.894 0.167 1.174 0.53
H 6.435 1.701 0.989 0.35
H 6.315 0.530 -0.344 0.47
H 4.513 1.486 -1.474 0.39
C 0.409 -1.949 -0.711 0.44
C -0.077 -3.403 -0.847 1.23
C -0.629 -3.711 -2.238 -1.90
O 0.805 -4.212 -0.605 -0.63
H -0.298 -1.295 -1.228 -1.22
H 1.296 -1.913 -1.293 1.23
H 0.750 -1.620 0.290 -0.57
H -0.861 -3.490 -0.092 -0.25
H -0.905 -4.750 -2.366 0.50
H 0.079 -3.598 -2.984 0.53
H -1.527 -3.108 -2.432 0.17
H 1.459 -3.767 -0.076 0.48
C -3.284 -2.089 3.446 -1.30
C -3.204 -3.095 2.366 0.54
C -4.608 -3.461 1.851 -1.48
O -2.618 -2.779 1.323 -0.11
H -2.340 -1.611 3.652 0.06
H -3.628 -2.608 4.293 0.46
H -3.914 -1.304 3.092 0.34
H -2.747 -3.997 2.832 0.46
H -4.573 -4.276 1.151 0.36
H -5.185 -2.602 1.478 0.25
H -5.191 -3.925 2.620 0.47
H -3.100 -2.036 1.022 -0.18
C 1.301 3.638 1.005 -0.60
C 2.035 4.481 -0.053 1.60
C 1.821 5.961 0.200 -1.96
O 3.281 4.355 -0.005 -0.62
H 0.252 3.658 0.950 0.25
H 1.515 4.011 2.020 0.52
H 1.597 2.632 0.950 -0.34
H 1.813 4.280 -1.104 -0.45
H 0.800 6.089 -0.049 0.42
H 2.400 6.539 -0.503 0.44
H 2.047 6.384 1.169 0.39
H 3.560 3.474 -0.235 0.20
C -2.272 -0.080 -2.714 0.96
C -1.775 -0.023 -4.112 0.87
C -0.880 -1.182 -4.448 -1.55
O -2.555 0.141 -5.032 -0.59
H -1.641 0.342 -1.989 -0.76
H -2.461 -1.133 -2.415 -0.71
H -3.229 0.440 -2.733 0.54
H -1.229 0.943 -4.123 -0.38
H -1.367 -2.106 -4.707 0.43
H -0.129 -1.380 -3.661 0.13
H -0.375 -0.948 -5.358 0.50
H -3.027 1.011 -4.994 0.46
C -2.028 3.284 -0.909 -0.25
O -0.670 3.324 -1.353 -0.46
H -2.572 2.503 -1.456 -0.13
H -2.569 4.137 -1.284 0.37
H -1.923 3.170 0.163 0.21
H -0.181 2.562 -1.095 -0.10
C -4.750 0.358 -0.060 -0.83
O -4.031 -0.817 -0.185 -0.27
H -4.668 0.886 0.940 0.27
H -5.782 0.130 -0.019 0.46
H -4.546 1.107 -0.872 0.19
H -4.237 -1.206 -1.026 0.23
C -1.312 0.245 0.878 0.46
O -0.083 0.832 0.516 1.69
H -2.121 0.944 1.001 0.29
H -1.226 -0.222 1.880 -0.56
H -1.651 -0.568 0.268 -0.15
H 0.526 0.764 1.220 -0.98
C 1.191 0.973 3.476 -1.02
O 1.556 -0.080 2.569 -0.63
H 1.927 0.895 4.267 0.42
H 0.255 0.706 3.949 0.22
H 1.159 1.937 3.180 0.46
H 1.651 -0.871 3.093 0.24

---

Record 2
108
Properties=species:S:1:pos:R:3:mulliken_charge:R:1 method="wB97M-V/def2-TZVPD" total_charge=0 smiles=CC(C)O.CC(C)O.CC(C)O.CC(C)O.CC(C)O.CC(C)O.CC(C)O.CO.CO.CO.CO de_lowest_kj_mol=0.0 orbital_gap_ev=9.56 largest_force_ev_per_a=1.45 energy_ha=-1823.28249 e_homo_ha=-0.3428
C -2.157 5.041 1.387 -1.59
C -1.991 3.746 0.612 2.95
C -3.128 2.751 0.809 -1.18
O -1.836 4.040 -0.782 -0.71
H -1.528 5.845 0.999 0.41
H -1.885 4.944 2.440 0.12
H -3.177 5.438 1.337 0.42
H -1.067 3.259 0.927 -1.68
H -2.875 1.759 0.435 -0.15
H -4.004 3.055 0.227 0.56
H -3.422 2.671 1.857 0.37
H -2.639 4.475 -1.089 0.40
C -0.435 -4.568 0.367 -1.42
C -0.258 -4.261 -1.116 1.54
C -0.769 -5.354 -2.059 -1.72
O -1.061 -3.098 -1.397 0.14
H -1.485 -4.706 0.624 0.27
H -0.008 -3.782 0.990 0.28
H 0.063 -5.514 0.610 0.46
H 0.794 -4.111 -1.385 -0.32
H -0.031 -6.155 -2.103 0.43
H -1.022 -4.937 -3.029 0.39
H -1.677 -5.791 -1.632 0.35
H -0.749 -2.398 -0.792 -0.23
C -4.052 -2.500 0.188 -0.72
C -4.413 -1.873 -1.156 -0.01
C -4.017 -0.400 -1.223 -0.42
O -3.786 -2.598 -2.215 -0.61
H -4.183 -3.578 0.095 0.36
H -4.744 -2.161 0.963 0.48
H -3.017 -2.270 0.440 -0.24
H -5.483 -1.969 -1.357 0.39
H -4.499 0.111 -0.382 0.41
H -4.314 0.098 -2.143 0.41
H -2.934 -0.318 -1.093 -0.42
H -2.851 -2.714 -1.979 0.38
C -1.873 -1.139 5.081 -1.41
C -1.880 -1.261 3.560 0.50
C -2.746 -0.213 2.888 -0.66
O -0.544 -1.148 3.067 -0.41
H -1.320 -1.944 5.563 0.37
H -2.881 -1.144 5.501 0.40
H -1.417 -0.182 5.351 0.23
H -2.254 -2.250 3.285 0.35
H -2.521 0.797 3.240 0.19
H -3.800 -0.388 3.137 0.45
H -2.698 -0.250 1.800 -0.22
H -0.104 -0.408 3.523 0.15
C 1.117 -1.789 -3.841 -1.48
C 1.996 -0.565 -3.644 2.30
C 3.292 -0.715 -4.441 -1.87
O 1.285 0.569 -4.139 -0.39
H 0.207 -1.778 -3.242 0.08
H 1.647 -2.726 -3.673 0.33
H 0.816 -1.839 -4.893 0.53
H 2.180 -0.485 -2.568 -0.98
H 3.709 -1.725 -4.381 0.38
H 4.124 -0.064 -4.162 0.55
H 3.131 -0.573 -5.513 0.43
H 1.916 1.283 -4.281 0.22
C 4.601 -0.650 -1.016 -1.18
C 4.461 -2.066 -0.488 0.56
C 3.170 -2.770 -0.868 -0.71
O 5.573 -2.887 -0.805 -0.56
H 5.518 -0.230 -0.596 0.55
H 3.708 -0.082 -0.767 -0.21
H 4.778 -0.657 -2.097 0.51
H 4.408 -1.960 0.609 0.01
H 2.363 -2.079 -1.123 -0.18
H 2.792 -3.485 -0.141 0.44
H 3.333 -3.318 -1.805 0.36
H 6.340 -2.332 -0.968 0.33
C -0.135 3.489 4.703 -1.53
C 0.129 2.618 3.494 1.74
C 1.174 3.171 2.531 -1.01
O 0.568 1.290 3.847 -0.36
H -0.612 2.903 5.488 0.37
H -0.681 4.401 4.477 0.31
H 0.839 3.807 5.097 0.40
H -0.791 2.430 2.935 -0.74
H 1.275 2.566 1.630 -0.04
H 2.163 3.242 2.985 0.38
H 0.869 4.166 2.195 0.37
H 1.200 1.325 4.575 0.18
C -1.961 1.284 -3.603 -0.20
O -1.254 1.607 -4.803 -0.65
H -1.431 1.709 -2.738 -0.05
H -2.932 1.771 -3.642 0.34
H -1.997 0.200 -3.483 0.18
H -0.420 1.118 -4.739 0.41
C 1.553 3.340 -1.804 -0.59
O 0.949 4.158 -0.802 -0.54
H 2.524 3.789 -2.011 0.40
H 1.659 2.295 -1.495 0.08
H 0.948 3.378 -2.717 0.31
H -0.001 3.961 -0.809 0.29
C 0.316 0.102 -0.194 0.16
O -0.368 -1.038 0.317 0.45
H -0.150 1.018 0.182 -0.41
H 1.368 0.075 0.114 0.31
H 0.258 0.067 -1.281 -0.20
H -0.388 -1.014 1.292 -0.40
C 4.231 1.082 2.044 -0.31
O 5.643 1.035 1.838 -0.53
H 4.021 1.680 2.935 0.38
H 3.720 1.566 1.212 0.04
H 3.859 0.073 2.225 0.12
H 6.065 1.611 2.476 0.32

---

Record 3
113
Properties=species:S:1:pos:R:3:mulliken_charge:R:1 method="wB97M-V/def2-TZVPD" total_charge=+1 de_lowest_kj_mol=69.1 orbital_gap_ev=9.74 largest_force_ev_per_a=15.91 energy_ha=-1906.02373 e_homo_ha=-0.4147
N -0.387 0.103 0.165 0.83
H -0.063 1.003 0.476 -0.19
H -0.506 0.047 -0.812 -0.08
H -1.088 -0.408 0.615 0.09
H 0.421 -0.480 0.212 0.16
C -4.168 1.202 2.377 -1.83
C -4.744 -0.113 2.894 0.37
C -4.496 -1.319 1.920 -0.81
O -4.833 -0.893 0.591 -0.34
C -6.231 -1.012 0.281 -0.93
N -4.145 -0.373 4.189 -0.41
H -4.432 2.105 3.058 0.27
H -4.346 1.315 1.537 1.24
H -3.050 1.253 2.513 0.07
H -5.731 0.065 2.809 0.33
H -4.937 -2.248 2.219 0.35
H -3.484 -1.557 1.952 0.17
H -6.627 -0.095 0.954 0.26
H -6.638 -1.974 0.420 0.30
H -6.294 -0.781 -0.665 0.45
H -4.672 -1.034 4.774 0.21
H -3.814 0.359 4.746 0.18
C -0.296 -3.952 0.665 -1.50
C 0.640 -3.570 -0.492 0.65
C 1.011 -4.566 -1.541 -0.88
O 1.830 -3.998 -2.662 -0.28
C 2.215 -4.970 -3.700 -0.97
N 0.045 -2.484 -1.191 0.27
H -0.408 -3.119 1.180 0.02
H 0.077 -4.782 1.200 0.50
H -1.246 -4.334 0.319 0.36
H 1.566 -3.304 0.015 0.35
H 0.236 -5.114 -2.001 0.41
H 1.648 -5.344 -0.972 0.37
H 2.646 -4.287 -4.446 0.23
H 1.501 -5.728 -4.049 0.33
H 2.907 -5.536 -3.249 0.49
H -0.631 -2.439 -1.865 -0.55
H 0.568 -2.001 -1.735 0.37
C -1.165 0.845 5.030 -2.16
C -0.192 0.660 3.863 1.56
C 1.201 0.444 4.344 -1.80
O 1.815 1.640 4.586 -0.25
C 3.043 1.633 5.275 -0.93
N -0.689 -0.442 3.072 -0.14
H -1.434 0.003 5.661 0.33
H -1.973 1.394 4.483 0.25
H -0.793 1.375 5.730 0.97
H 0.147 1.661 3.296 -0.35
H 1.859 0.069 3.484 0.70
H 1.112 -0.078 5.332 0.51
H 3.572 2.485 5.324 0.35
H 3.734 0.832 4.743 0.27
H 2.754 1.135 6.183 0.40
H -1.687 -0.522 3.249 0.11
H -0.297 -1.384 3.419 0.26
C 0.797 2.243 -3.031 -1.58
C 1.960 1.275 -3.046 0.33
C 3.296 2.060 -3.099 -0.41
O 3.313 2.992 -4.232 -0.35
C 4.682 3.441 -4.372 -0.72
N 1.993 0.537 -1.804 -0.10
H 0.728 2.922 -3.793 0.60
H 0.642 2.794 -2.152 0.31
H -0.198 1.793 -3.427 0.08
H 1.710 0.703 -3.925 0.36
H 4.001 1.322 -3.351 0.48
H 3.527 2.625 -2.184 0.15
H 4.767 3.849 -5.433 0.27
H 5.463 2.682 -4.440 0.31
H 4.904 4.307 -3.545 0.23
H 2.383 0.974 -1.133 -0.23
H 2.665 -0.384 -1.846 0.31
C -4.506 -1.894 -3.457 -1.53
C -3.195 -1.636 -2.782 0.67
C -1.948 -1.426 -3.629 -0.89
O -1.625 -2.752 -4.082 -0.38
C -0.390 -2.648 -4.981 -0.61
N -3.398 -0.455 -1.946 -0.31
H -5.307 -1.984 -2.658 0.27
H -4.417 -2.906 -4.026 0.32
H -4.706 -1.339 -4.247 0.54
H -3.007 -2.484 -2.103 0.20
H -1.126 -0.830 -3.171 0.19
H -2.394 -0.995 -4.552 0.64
H -0.329 -3.678 -4.953 0.35
H 0.486 -2.326 -4.333 0.14
H -0.564 -2.273 -6.151 0.23
H -4.105 -0.743 -1.280 -0.01
H -3.760 0.112 -2.579 0.31
C 2.242 3.503 1.679 -2.21
C 3.099 2.308 1.114 0.77
C 4.399 2.150 1.826 -0.59
O 5.009 0.934 1.450 -0.49
C 6.311 0.577 2.066 -0.94
N 2.437 1.003 1.288 0.51
H 2.762 4.393 1.697 0.54
H 1.825 3.253 2.512 0.68
H 1.388 3.489 0.951 0.29
H 3.245 2.738 0.252 0.30
H 4.270 2.327 2.967 0.01
H 4.956 2.870 1.300 0.52
H 6.090 0.286 2.972 0.40
H 7.169 1.354 2.117 0.28
H 6.758 -0.139 1.518 0.32
H 2.100 0.957 2.206 -0.96
H 3.393 0.454 1.258 0.46
C -1.893 4.086 -0.948 -0.89
O -1.125 3.264 0.059 -0.33
H -1.294 4.853 -1.280 0.37
H -2.729 4.694 -0.311 0.28
H -2.426 3.568 -1.693 0.29
H -1.377 3.812 0.965 0.30